Entry 1:
This record from OMol25 describes a molecular structure, C21H42AlB2FNNbO5. The level of theory is wB97M-V/def2-TZVPD.

LUMO energy ... -0.3180 hartree
Total charge ... +2
HOMO level ... -11.74 eV

Last column: Mulliken charge in e.
Cartesian coordinates (Å):
C (1.154, 4.357, -3.572)  -1.36
C (-0.148, 3.585, -3.766)  0.00
C (0.097, 2.100, -4.002)  -0.95
C (-1.048, 1.166, -3.597)  -0.50
Nb (-0.947, 0.610, -1.429)  -0.32
F (0.156, -0.886, -1.831)  -0.67
C (-1.367, 0.034, 0.694)  -1.50
C (-0.906, -1.390, 1.048)  -0.32
C (0.167, -1.367, 2.130)  -1.11
N (-0.448, -1.233, 3.449)  -0.26
C (0.047, -2.227, 4.407)  -1.38
C (1.519, -2.131, 4.693)  0.59
C (2.089, -1.005, 5.256)  -0.20
C (3.445, -0.933, 5.543)  -0.93
C (4.264, -2.023, 5.267)  -0.53
C (3.723, -3.149, 4.683)  -0.91
C (2.362, -3.206, 4.397)  1.02
O (1.817, -4.312, 3.816)  -0.55
C (0.765, 1.909, -0.831)  -1.15
C (2.127, 1.291, -1.124)  -0.29
C (2.821, 0.667, 0.083)  -1.00
O (2.656, -0.719, 0.141)  -0.24
C (3.586, -1.461, -0.626)  -0.92
C (-2.408, 2.297, -1.038)  -0.78
B (-3.708, 2.161, -1.829)  0.63
O (-4.828, 1.464, -1.224)  -0.61
O (-3.910, 2.591, -3.108)  -0.52
B (-2.770, -0.812, -2.192)  0.70
O (-3.198, -0.709, -3.421)  -0.30
C (-3.366, -1.808, -1.146)  -0.06
C (-2.854, -3.214, -1.487)  -1.33
H (0.977, 5.408, -3.740)  0.40
H (1.936, 3.994, -4.225)  0.35
H (1.518, 4.278, -2.553)  0.32
H (-0.753, 3.747, -2.879)  -0.16
H (-0.695, 4.008, -4.596)  0.52
H (1.071, 1.803, -3.632)  0.34
H (0.155, 1.980, -5.080)  0.50
H (-0.935, 0.235, -4.151)  0.53
H (-1.985, 1.587, -3.942)  0.61
H (-2.441, 0.128, 0.842)  0.58
H (-0.937, 0.740, 1.394)  0.90
H (-0.618, -1.994, 0.194)  0.27
H (-1.764, -1.880, 1.496)  0.39
H (0.807, -0.506, 1.963)  0.31
H (0.819, -2.226, 2.078)  0.58
H (-0.296, -0.307, 3.815)  0.36
H (-0.228, -3.201, 4.042)  0.48
H (-0.490, -2.071, 5.335)  0.47
H (1.469, -0.156, 5.492)  0.41
H (3.881, -0.065, 6.001)  0.43
H (5.310, -2.009, 5.500)  0.43
H (4.351, -3.996, 4.470)  0.32
H (2.490, -4.985, 3.702)  0.30
H (0.672, 2.897, -1.261)  0.40
H (0.659, 2.032, 0.240)  0.84
H (2.747, 2.107, -1.489)  0.36
H (2.115, 0.575, -1.935)  0.49
H (2.446, 1.106, 1.001)  0.41
H (3.878, 0.914, 0.039)  0.47
H (4.193, -2.094, 0.008)  0.24
H (3.044, -2.098, -1.314)  0.30
H (4.246, -0.833, -1.216)  0.43
H (-2.646, 2.252, 0.024)  0.27
H (-1.915, 3.249, -1.206)  0.46
H (-5.479, 2.097, -0.915)  0.19
H (-3.905, 3.544, -3.214)  0.31
H (-2.519, -0.888, -4.094)  0.34
H (-4.433, -1.770, -1.350)  0.37
H (-3.240, -1.557, -0.105)  0.28
H (-3.552, -3.950, -1.127)  0.42
H (-1.861, -3.388, -1.101)  0.29
H (-2.807, -3.353, -2.560)  0.39
Al (-6.174, 3.001, 0.668)  0.85

***

Entry 2:
This record from OMol25 describes a molecular structure, C21H42AsF6O21Rb. The level of theory is wB97M-V/def2-TZVPD.

LUMO energy ... 0.0035 hartree
HOMO level ... -10.47 eV

Last column: Mulliken charge in e.
Cartesian coordinates (Å):
Rb (20.901, -9.887, -3.285)  -0.13
As (21.410, -13.588, -2.972)  2.01
F (22.683, -13.363, -1.700)  -0.53
F (20.217, -12.572, -2.136)  -0.43
F (20.292, -13.719, -4.343)  -0.49
F (22.623, -14.525, -3.985)  -0.52
F (20.773, -15.116, -2.262)  -0.49
F (22.120, -12.070, -3.716)  -0.27
C (22.870, -10.591, -9.467)  -0.84
O (22.339, -10.118, -8.295)  -0.15
C (21.395, -10.712, -7.564)  0.51
O (21.082, -10.319, -6.457)  0.24
O (20.842, -11.807, -8.123)  -0.46
C (20.152, -12.713, -7.252)  -0.35
H (23.440, -9.813, -9.975)  0.26
H (22.124, -11.190, -9.990)  0.41
H (23.601, -11.381, -9.300)  0.26
H (19.547, -13.528, -7.649)  0.40
H (19.433, -12.145, -6.661)  -0.04
H (20.790, -13.172, -6.497)  0.18
C (20.108, -6.527, -7.104)  -0.25
O (21.034, -5.931, -6.181)  -0.34
C (21.118, -6.306, -4.833)  0.69
O (20.294, -6.972, -4.237)  -0.40
O (22.251, -5.743, -4.302)  -0.30
C (22.634, -5.967, -2.936)  -0.47
H (20.228, -7.607, -7.184)  -0.09
H (20.181, -6.026, -8.069)  0.31
H (19.093, -6.464, -6.713)  0.24
H (22.654, -7.024, -2.670)  0.14
H (21.842, -5.565, -2.305)  0.29
H (23.555, -5.456, -2.656)  0.25
C (17.182, -8.384, -6.122)  -0.39
O (16.593, -9.658, -5.683)  -0.38
C (17.448, -10.461, -5.019)  0.46
O (18.570, -10.130, -4.647)  0.32
O (16.683, -11.495, -4.694)  -0.43
C (17.098, -12.558, -3.882)  -0.29
H (17.991, -8.667, -6.796)  0.16
H (17.692, -7.838, -5.329)  0.08
H (16.451, -7.806, -6.686)  0.32
H (18.163, -12.743, -3.746)  0.06
H (16.600, -13.446, -4.271)  0.31
H (16.837, -12.321, -2.850)  0.19
C (23.163, -10.723, 1.221)  -0.49
O (24.089, -9.983, 2.029)  -0.31
C (24.023, -8.721, 2.174)  0.81
O (23.187, -7.980, 1.647)  -0.60
O (24.940, -8.316, 3.104)  -0.33
C (24.845, -7.003, 3.652)  -0.62
H (23.031, -10.241, 0.252)  0.17
H (22.193, -10.844, 1.703)  0.33
H (23.502, -11.750, 1.085)  0.25
H (23.828, -6.838, 4.009)  0.30
H (25.118, -6.208, 2.959)  0.28
H (25.553, -6.926, 4.477)  0.23
C (25.719, -10.763, -3.413)  -0.42
O (25.690, -9.988, -4.604)  -0.30
C (24.703, -9.070, -4.778)  0.64
O (23.729, -8.846, -4.116)  -0.36
O (25.037, -8.404, -5.922)  -0.40
C (24.099, -7.650, -6.721)  -0.37
H (26.523, -11.489, -3.532)  0.23
H (24.720, -11.193, -3.491)  0.01
H (25.822, -10.187, -2.494)  0.31
H (23.054, -7.638, -6.410)  0.00
H (24.248, -7.990, -7.746)  0.27
H (24.345, -6.589, -6.685)  0.30
C (18.647, -7.309, -1.588)  -0.25
O (17.923, -8.155, -0.714)  -0.42
C (18.143, -9.429, -0.577)  0.57
O (19.012, -10.029, -1.213)  -0.18
O (17.254, -9.913, 0.271)  -0.39
C (17.176, -11.334, 0.489)  -0.45
H (18.365, -6.266, -1.439)  0.31
H (18.572, -7.551, -2.648)  0.06
H (19.665, -7.303, -1.197)  0.20
H (17.315, -11.844, -0.465)  0.11
H (16.275, -11.717, 0.967)  0.24
H (17.995, -11.561, 1.171)  0.29
C (24.434, -12.998, -6.006)  -0.29
O (25.856, -12.893, -6.169)  -0.32
C (26.456, -12.296, -7.193)  0.79
O (25.883, -11.820, -8.181)  -0.61
O (27.814, -12.441, -7.037)  -0.33
C (28.726, -12.177, -8.032)  -0.70
H (23.984, -13.730, -6.676)  0.40
H (24.103, -11.997, -6.282)  0.03
H (24.205, -13.081, -4.944)  0.10
H (29.545, -12.799, -7.672)  0.26
H (29.086, -11.149, -8.063)  0.27
H (28.354, -12.546, -8.988)  0.33

***

Entry 3:
This record from OMol25 describes 12 unconnected molecules or ions with the total composition C21H42Cl12F6O15P. The level of theory is wB97M-V/def2-TZVPD.

LUMO energy (spin up / spin down) ... -0.0114 / -0.2225 hartree
Multiplicity ... 2
HOMO level (spin up / spin down) ... -10.32 / -10.32 eV
Expectation value of S² ... 0.75

Last column: Mulliken spin population.
Cartesian coordinates (Å):
P (0.183, -0.111, -0.688)  0.00
F (-0.541, -1.493, -0.198)  0.00
F (0.351, 0.414, 0.866)  0.00
F (1.664, -0.821, -0.673)  0.00
F (0.963, 1.304, -1.006)  0.00
F (0.196, -0.593, -2.186)  0.00
F (-1.265, 0.620, -0.837)  0.00
C (3.817, -1.160, -3.622)  0.00
O (5.006, -1.834, -3.297)  0.00
C (6.008, -1.206, -2.738)  0.00
O (5.968, -0.128, -2.201)  0.00
O (7.109, -1.957, -2.796)  0.00
C (8.309, -1.545, -2.123)  0.00
H (4.090, -0.274, -4.196)  0.00
H (3.190, -0.758, -2.826)  0.00
H (3.109, -1.644, -4.295)  0.00
H (8.626, -0.683, -2.710)  0.00
H (9.114, -2.280, -2.108)  0.00
H (8.141, -1.166, -1.116)  0.00
C (0.805, 1.327, 4.142)  0.00
O (1.494, 1.493, 5.398)  0.00
C (2.518, 0.741, 5.800)  0.00
O (2.927, 0.619, 6.992)  0.00
O (3.238, 0.271, 4.752)  0.00
C (4.543, -0.342, 5.041)  0.00
H (-0.256, 1.240, 4.374)  0.00
H (1.112, 0.412, 3.635)  0.00
H (0.992, 2.193, 3.507)  0.00
H (4.417, -1.024, 5.882)  0.00
H (5.244, 0.481, 5.183)  0.00
H (4.810, -0.837, 4.107)  0.00
C (-3.232, 2.303, -2.723)  0.00
O (-3.559, 3.570, -2.074)  0.00
C (-4.520, 3.682, -1.110)  0.00
O (-5.038, 2.738, -0.523)  0.01
O (-4.578, 4.938, -0.793)  0.00
C (-5.494, 5.484, 0.234)  0.00
H (-2.308, 2.369, -3.297)  0.00
H (-3.964, 1.813, -3.366)  0.00
H (-3.043, 1.556, -1.953)  0.00
H (-5.576, 6.569, 0.295)  0.00
H (-5.324, 5.003, 1.197)  0.00
H (-6.504, 5.182, -0.044)  0.00
C (-3.614, -2.989, -0.387)  0.00
O (-4.422, -3.332, 0.686)  0.01
C (-5.315, -2.457, 1.243)  0.00
O (-5.444, -1.311, 0.875)  0.03
O (-6.058, -2.989, 2.276)  0.01
C (-6.107, -4.462, 2.540)  0.00
H (-3.322, -3.943, -0.826)  0.00
H (-2.712, -2.483, -0.043)  0.00
H (-4.168, -2.357, -1.082)  0.00
H (-5.117, -4.845, 2.790)  0.00
H (-6.379, -5.014, 1.640)  0.00
H (-6.897, -4.693, 3.254)  0.00
C (-1.993, 2.525, 1.372)  0.01
O (-1.979, 1.203, 1.946)  0.05
C (-3.107, 0.550, 2.036)  -0.02
O (-4.231, 0.913, 1.579)  0.88
O (-2.971, -0.601, 2.524)  0.02
C (-1.784, -1.299, 2.898)  0.01
H (-2.029, 2.563, 0.283)  0.00
H (-1.071, 3.021, 1.674)  0.00
H (-2.823, 3.078, 1.811)  0.00
H (-1.162, -0.864, 3.680)  0.00
H (-1.086, -1.415, 2.069)  0.00
H (-2.168, -2.284, 3.162)  0.00
C (4.070, 0.986, 0.495)  0.00
Cl (5.397, 0.660, 1.585)  0.00
Cl (4.264, 2.649, -0.078)  0.00
H (4.111, 0.316, -0.363)  0.00
H (3.147, 0.905, 1.069)  0.00
C (-2.741, -1.421, -3.386)  0.00
Cl (-1.645, -0.631, -4.526)  0.00
Cl (-3.237, -3.011, -3.805)  0.00
H (-2.267, -1.466, -2.405)  0.00
H (-3.588, -0.750, -3.243)  0.00
C (1.094, 1.756, -4.478)  0.00
Cl (0.332, 2.875, -5.600)  0.00
Cl (2.238, 2.567, -3.408)  0.00
H (0.458, 1.371, -3.681)  0.00
H (1.557, 1.010, -5.125)  0.00
C (0.519, 4.663, -0.857)  0.00
Cl (-1.054, 5.577, -0.997)  0.00
Cl (1.241, 4.796, 0.762)  0.00
H (0.298, 3.615, -1.060)  0.00
H (1.243, 4.941, -1.623)  0.00
C (2.265, -2.914, 1.981)  0.00
Cl (3.329, -3.935, 0.965)  0.00
Cl (1.282, -3.877, 3.102)  0.00
H (2.988, -2.340, 2.560)  0.00
H (1.640, -2.273, 1.358)  0.00
C (1.291, -3.697, -2.675)  0.00
Cl (2.531, -4.932, -2.844)  0.00
Cl (-0.167, -4.332, -1.905)  0.00
H (1.665, -2.839, -2.116)  0.00
H (0.953, -3.246, -3.608)  0.00